This record from OMol25 describes C5H11IOS as an isolated structure. The level of theory is ωB97M-V/def2-TZVPD.

Results
E_HOMO   -8.11 eV
Energy relative to the best compared isomer or geometry (same formula, charge and spin)   37.5 kJ/mol
Total energy   -26344.87980 eV
Kohn-Sham gap   8.30 eV

```
! wB97M-V def2-TZVPD RIJCOSX def2/J DEFGRID3
* xyz 0 1
C -0.75653 -1.97376 -0.09878
C -0.09570 -0.58512 1.93212
C 1.38859 2.32193 -0.90295
C 0.21553 -0.89928 0.43342
C 0.23868 0.32503 -0.40252
O 1.07496 1.24062 -0.05371
S -1.86287 1.26348 -0.58052
I -2.33906 0.40563 -2.66353
H -1.73458 -1.78311 0.11052
H -0.66558 -2.19477 -1.12523
H -0.50445 -2.87114 0.43076
H -1.24043 -0.88856 2.29760
H -0.00130 0.53660 2.16803
H 0.59164 -1.07402 2.69883
H 0.79137 3.16418 -0.64695
H 1.09242 1.99525 -1.96688
H 2.43378 2.40004 -0.69721
H 1.14317 -1.47081 0.49719
H 0.23037 0.08782 -1.43020
*
```